Entry from the Open Molecules 2025 dataset: C47H107B4ClO14 as an isolated structure at a distorted geometry (ωB97M-V with the def2-TZVPD basis set).

CARTESIAN COORDINATES (ANGSTROEM)
C1 0.498 7.518 -1.160
B1 -0.816 6.661 -1.176
O1 -1.511 6.533 -2.362
B2 -1.371 5.821 0.215
O2 -0.447 5.419 1.176
B3 -0.744 4.079 1.443
C2 0.236 2.931 1.024
O3 1.580 3.376 0.983
C3 2.286 3.054 -0.141
C4 3.120 4.030 -0.681
C5 3.848 3.738 -1.829
C6 3.765 2.496 -2.451
C7 2.949 1.518 -1.888
C8 2.219 1.799 -0.739
O4 -1.991 3.814 1.987
B4 -2.947 4.272 1.084
C9 -4.242 3.423 0.801
C10 -4.655 3.509 -0.664
C11 -5.439 4.765 -0.983
Cl1 -5.720 2.080 -1.031
O5 -2.709 5.452 0.397
H1 0.972 7.484 -2.139
H2 1.193 7.126 -0.421
H3 0.255 8.547 -0.901
H4 -2.457 6.665 -2.240
H5 -0.116 2.592 0.043
H6 0.089 2.076 1.686
H7 3.197 4.996 -0.213
H8 4.476 4.504 -2.257
H9 4.311 2.270 -3.352
H10 2.856 0.538 -2.328
H11 1.584 1.045 -0.297
H12 -5.042 3.841 1.415
H13 -4.088 2.391 1.094
H14 -3.805 3.384 -1.322
H15 -5.426 4.916 -2.059
H16 -6.476 4.638 -0.692
H17 -5.007 5.646 -0.525
C12 -0.550 -1.008 4.146
C13 -1.098 -0.747 2.754
O6 -0.102 -0.645 1.753
C14 0.720 -1.785 1.563
C15 -0.036 -3.040 1.165
H18 0.160 -0.230 4.430
H19 -1.364 -1.017 4.872
H20 -0.037 -1.968 4.212
H21 -1.617 0.212 2.742
H22 -1.838 -1.508 2.482
H23 1.330 -1.970 2.454
H24 1.410 -1.511 0.764
H25 -0.727 -3.369 1.942
H26 0.669 -3.852 0.979
H27 -0.614 -2.866 0.256
C16 4.169 -7.118 2.022
C17 2.953 -6.897 1.143
O7 2.985 -5.678 0.422
C18 4.070 -5.519 -0.474
C19 4.127 -6.578 -1.559
H28 4.283 -6.291 2.724
H29 4.064 -8.044 2.589
H30 5.088 -7.189 1.439
H31 2.063 -6.849 1.772
H32 2.809 -7.742 0.459
H33 5.019 -5.476 0.073
H34 3.928 -4.538 -0.930
H35 4.286 -7.579 -1.153
H36 4.946 -6.364 -2.248
H37 3.193 -6.590 -2.124
C20 6.849 -11.722 1.440
C21 5.637 -11.492 0.554
O8 5.677 -10.279 -0.175
C22 6.762 -10.122 -1.072
C23 6.823 -11.182 -2.159
H38 6.974 -10.892 2.137
H39 6.724 -12.641 2.013
H40 7.769 -11.814 0.862
H41 4.742 -11.424 1.173
H42 5.488 -12.342 -0.122
H43 7.708 -10.078 -0.522
H44 6.619 -9.144 -1.532
H45 6.983 -12.181 -1.750
H46 7.644 -10.969 -2.843
H47 5.892 -11.200 -2.727
C24 -0.435 -8.916 2.286
C25 0.733 -9.625 2.951
O9 1.042 -9.135 4.242
C26 0.015 -9.233 5.210
C27 -0.450 -10.654 5.480
H48 -0.242 -7.844 2.228
H49 -0.583 -9.298 1.276
H50 -1.368 -9.056 2.833
H51 1.633 -9.468 2.355
H52 0.563 -10.708 2.981
H53 -0.835 -8.598 4.934
H54 0.439 -8.810 6.121
H55 -0.901 -11.114 4.600
H56 -1.196 -10.658 6.275
H57 0.390 -11.278 5.789
C28 -1.345 8.096 7.088
C29 -1.885 8.385 5.698
O10 -0.894 8.417 4.688
C30 -0.154 7.223 4.503
C31 -1.001 6.022 4.124
H58 -0.583 8.828 7.361
H59 -2.152 8.144 7.820
H60 -0.895 7.105 7.155
H61 -2.340 9.375 5.684
H62 -2.676 7.672 5.438
H63 0.449 7.005 5.392
H64 0.547 7.439 3.696
H65 -1.709 5.754 4.912
H66 -0.359 5.161 3.944
H67 -1.571 6.228 3.224
C32 6.318 -2.379 2.853
C33 6.303 -3.885 3.046
O11 7.578 -4.493 2.961
C34 8.538 -4.063 3.907
C35 8.135 -4.300 5.353
H68 6.770 -2.122 1.894
H69 5.300 -1.988 2.875
H70 6.885 -1.870 3.634
H71 5.709 -4.343 2.255
H72 5.816 -4.149 3.993
H73 8.789 -3.008 3.747
H74 9.439 -4.635 3.683
H75 7.248 -3.730 5.631
H76 8.944 -3.999 6.020
H77 7.921 -5.356 5.521
C36 1.162 -4.161 -3.761
C37 1.895 -3.131 -4.605
O12 3.283 -3.374 -4.735
C38 3.647 -4.599 -5.344
C39 3.145 -4.763 -6.769
H78 1.607 -4.226 -2.766
H79 0.114 -3.880 -3.655
H80 1.195 -5.156 -4.207
H81 1.819 -2.153 -4.131
H82 1.426 -3.038 -5.592
H83 3.326 -5.442 -4.722
H84 4.738 -4.611 -5.346
H85 2.056 -4.779 -6.821
H86 3.510 -5.702 -7.187
H87 3.498 -3.942 -7.394
C40 -5.707 8.502 -5.251
C41 -6.429 7.836 -4.094
O13 -5.841 8.080 -2.826
C42 -5.770 9.436 -2.425
C43 -7.124 10.116 -2.342
H88 -4.661 8.190 -5.281
H89 -6.180 8.225 -6.194
H90 -5.730 9.590 -5.177
H91 -6.398 6.754 -4.220
H92 -7.487 8.124 -4.088
H93 -5.100 9.998 -3.086
H94 -5.302 9.426 -1.440
H95 -7.616 10.156 -3.316
H96 -7.015 11.139 -1.980
H97 -7.781 9.573 -1.660
C44 -10.958 10.605 -7.208
C45 -9.949 9.696 -6.528
O14 -9.550 10.136 -5.242
C46 -10.580 10.252 -4.276
C47 -11.310 8.949 -3.995
H98 -10.567 11.620 -7.285
H99 -11.174 10.238 -8.212
H100 -11.902 10.652 -6.663
H101 -9.032 9.667 -7.117
H102 -10.326 8.668 -6.483
H103 -11.289 11.038 -4.561
H104 -10.089 10.589 -3.363
H105 -11.837 8.575 -4.874
H106 -12.046 9.096 -3.205
H107 -10.605 8.179 -3.676

Calculated values
- DFT total energy (eV) = -94371.390
- charge = 0
- E_HOMO (eV) = -8.5
- Kohn-Sham gap (eV) = 8.942